[1]
Below is 2 unconnected molecules or ions with the total composition C25H19Br2FN2O4 at a distorted geometry, with properties calculated with wB97M-V/def2-TZVPD.

```
! RIJCOSX wB97M-V def2-TZVPD def2/J DEFGRID3
* xyz 0 1
H 2.1407 5.9049 -1.3503
H -2.8541 -6.2426 1.4464
C 5.5698 -1.3190 2.3936
C 1.1404 0.0591 1.0548
Br 5.7804 -3.3312 0.2669
C -3.3259 -5.2773 1.3136
H -3.5411 -2.7611 -0.9350
C 1.6202 1.0063 0.1528
H -4.3086 -5.3263 3.2204
C -3.7093 -3.3187 -0.0247
O 3.8322 2.0576 -0.1422
C -0.6255 1.2551 -0.6270
N -5.1258 -1.4894 0.8172
O -4.9205 -0.8996 -0.2275
C 1.4597 3.9162 -1.0727
H -0.4522 -1.0268 1.9201
H -1.2142 2.8227 -2.0254
C 5.0145 -1.7753 1.0504
C -0.1765 -0.2982 1.1621
C 1.2298 2.6775 -1.6348
H -2.4777 -4.9613 -0.6318
C -4.7393 -3.5228 2.1501
C 2.2234 4.7022 -3.1711
H 2.6444 5.5057 -3.7722
H 1.2764 4.0903 -0.0138
C -4.5120 -2.8136 0.9837
O 2.3313 -1.0534 2.8599
H 1.2513 1.4550 -3.4023
H -2.5261 2.5960 0.2976
O -5.7962 -1.0580 1.7303
C 1.9759 3.4700 -3.7227
C -3.1124 -4.5576 0.1455
N 3.5183 0.0834 1.1350
C 1.4633 2.4289 -2.9698
Br 3.2924 -1.6539 -1.2197
C 0.7077 1.6187 -0.6961
C 2.3538 -0.4096 1.8446
C 1.9599 4.9518 -1.8379
H -5.3709 -3.1235 2.9307
H -3.4333 1.3451 -0.5564
H 6.5623 -1.7604 2.5194
C -1.6500 1.9292 -1.5715
C -1.0752 0.2896 0.2949
C -2.8673 2.2817 -0.6974
C -4.1416 -4.7624 2.3126
C 3.1263 1.1889 0.2952
H 5.7126 -0.2324 2.3643
H -2.1211 0.0087 0.3763
H 2.2160 3.3498 -4.7772
H 4.8804 -1.5323 3.2123
C 4.0323 -1.0831 0.4731
H -1.9838 1.2394 -2.3549
F -3.6668 3.2548 -1.2592
*
```

**LUMO level**: -0.0287 Ha
**Energy**: -180202.5758 eV
**Gap between HOMO and LUMO**: 8.4334 eV

[2]
Below is a molecular structure, C25H19CaN3O6S3 at a distorted geometry, with properties calculated with wB97M-V/def2-TZVPD.

```
! RIJCOSX wB97M-V def2-TZVPD def2/J DEFGRID3
* xyz -2 1
C 3.5425 -0.3263 -5.1275
H 4.5476 0.0459 -4.9578
C -1.9659 -0.5426 -0.0604
H -4.3513 1.6806 0.0086
H 3.9594 -0.9629 -7.1377
S 0.1458 -1.9256 0.6649
H 1.6350 -1.8261 -7.4894
S 3.2212 0.5769 -2.5857
O -2.3315 3.1253 -2.3792
C -1.0839 2.7876 -1.9577
H -0.7446 -2.7652 5.3705
H -4.1787 -2.0018 -2.1651
C -0.0277 -2.3752 4.6529
C 1.1882 -1.8597 5.1057
H -2.0927 4.5258 2.2473
H 3.0412 -0.9660 4.5050
H -5.4689 0.0620 -1.5117
Ca 1.1984 0.3167 -0.7470
H 0.7410 -1.2248 7.1156
O -0.5559 -3.1756 0.4805
C 1.4920 -1.8119 6.5820
O 1.4016 -1.7818 -0.0706
C 2.0960 -1.3812 4.1722
C -4.4816 -0.1405 -1.1172
H -0.0501 3.4003 3.1855
C -0.3301 -2.3936 3.3043
H -0.0014 -1.6458 -5.6421
C 2.6312 -0.1940 -4.0628
C -0.3333 3.3068 2.1468
S 0.0126 -0.6273 -3.0671
C 1.3099 -0.6892 -4.2622
H 2.4662 -1.3576 6.7641
C -0.8878 2.9840 -0.4852
H 1.4972 -2.8141 7.0201
C -1.4490 3.9228 1.6182
H -2.3606 2.7941 -3.2901
C -3.8577 0.7512 -0.2699
H 2.5096 -0.9980 2.0920
C -2.5031 -1.4882 -0.9623
C 0.4616 2.5354 1.3122
C 0.5899 -1.8953 2.3867
N 0.1843 2.3739 0.0166
O 2.2727 1.0493 1.0060
C 1.8099 -1.4013 2.8107
C 3.2156 -0.8954 -6.3493
H -1.9045 -2.3307 -1.2699
O -0.2456 2.3621 -2.6864
N -0.7074 -0.6157 0.5211
C 1.7282 1.8407 1.8325
C -1.7341 3.7661 0.2707
N -2.6482 0.5646 0.2600
C 1.0072 -1.2681 -5.5101
H -2.5939 4.2286 -0.1928
C -3.7627 -1.2836 -1.4694
C 1.9246 -1.3747 -6.5446
O 2.0928 2.1290 2.9743
H -1.2715 -2.7898 2.9442
*
```

**Energy above the lowest of the compared OMol25 structures with the same formula, charge and spin**: 38.3 kcal/mol
**LUMO level**: 0.1590 Ha
**Energy**: -93939.8793 eV
**Gap between HOMO and LUMO**: 4.7468 eV